A cluster of 7 separate species, C14H42O7 in total in a non-equilibrium geometry. Source: the Open Molecules 2025 dataset; level of theory: ωB97M-V/def2-TZVPD.

Atoms and positions in Å:
C 1.775 -0.804 -0.311
C 2.021 0.721 -0.157
O 1.816 1.516 -1.405
H 2.206 -1.311 0.552
H 2.218 -1.211 -1.219
H 0.737 -1.135 -0.350
H 3.020 0.891 0.244
H 1.261 1.154 0.494
H 0.867 1.642 -1.471
C -0.867 -5.837 -2.272
C 0.553 -6.275 -2.404
O 0.808 -7.608 -2.007
H -0.885 -5.471 -1.245
H -1.650 -6.562 -2.494
H -0.907 -4.881 -2.792
H 1.264 -5.629 -1.890
H 0.945 -6.286 -3.421
H 0.474 -7.810 -1.129
C -2.928 -0.525 -4.175
C -3.436 -0.184 -2.763
O -2.877 1.072 -2.568
H -1.843 -0.629 -4.197
H -3.175 0.102 -5.032
H -3.320 -1.522 -4.378
H -3.135 -0.980 -2.082
H -4.518 -0.103 -2.662
H -3.476 1.580 -2.016
C 0.335 -3.331 4.778
C 0.089 -4.774 5.237
O 0.377 -5.712 4.266
H 1.355 -3.003 4.978
H -0.286 -2.580 5.266
H 0.231 -3.332 3.693
H -0.950 -4.990 5.487
H 0.775 -4.933 6.069
H 1.267 -6.031 4.433
C -0.578 6.249 -6.226
C -1.231 5.658 -4.984
O -1.195 4.196 -5.134
H -1.191 5.905 -7.060
H 0.425 5.824 -6.269
H -0.566 7.335 -6.144
H -2.266 5.979 -4.866
H -0.792 6.025 -4.056
H -1.631 3.707 -4.433
C -4.042 2.673 2.732
C -5.038 3.499 1.953
O -5.053 2.985 0.630
H -4.512 1.716 2.959
H -3.792 3.169 3.670
H -3.092 2.443 2.251
H -4.811 4.559 2.067
H -6.086 3.377 2.228
H -5.923 2.626 0.442
C 6.119 1.303 4.017
C 7.434 2.048 4.384
O 7.351 2.469 5.761
H 6.235 0.986 2.980
H 5.287 2.006 4.034
H 5.775 0.474 4.635
H 7.495 2.777 3.576
H 8.279 1.377 4.228
H 7.257 3.404 5.567

Computed properties:
DFT total energy ... -29527.40399 eV
F_max ... 3.053 eV/A
SMILES ... CCO.CCO.CCO.CCO.CCO.CCO.CCO
HOMO-LUMO gap ... 10.4 eV
Lowest unoccupied orbital energy ... 0.3 eV
ΔE to the lowest compared entry with this formula, charge and spin ... 4.071 eV

---

A cluster of 7 separate species, C14H42O7S7 in total in a non-equilibrium geometry. Source: the Open Molecules 2025 dataset; level of theory: ωB97M-V/def2-TZVPD.

Atoms and positions in Å:
C -14.210 -48.416 -16.541
S -13.285 -48.170 -15.046
O -13.835 -46.911 -14.392
C -14.000 -49.474 -14.029
H -14.173 -49.406 -17.206
H -13.774 -48.033 -17.432
H -15.317 -48.173 -16.396
H -13.635 -50.536 -14.518
H -15.073 -49.633 -13.921
H -13.479 -49.432 -13.021
C -7.991 -48.942 -16.149
S -8.853 -48.428 -14.664
O -10.312 -48.179 -15.099
C -8.572 -49.913 -13.755
H -6.791 -48.969 -16.268
H -8.102 -48.079 -17.079
H -8.374 -49.929 -16.452
H -8.574 -49.804 -12.685
H -7.593 -50.374 -13.960
H -9.289 -50.648 -14.013
C -10.332 -46.382 -17.810
S -10.278 -45.185 -16.522
O -9.656 -44.015 -17.127
C -12.019 -44.868 -16.522
H -10.966 -47.264 -17.447
H -9.050 -46.630 -17.855
H -10.661 -46.008 -18.833
H -12.417 -45.704 -16.142
H -12.190 -44.667 -17.570
H -12.248 -44.115 -15.951
C -16.018 -47.709 -22.550
S -14.658 -47.790 -23.694
O -14.457 -46.410 -24.259
C -13.379 -47.888 -22.463
H -16.109 -48.693 -21.971
H -17.013 -47.665 -23.048
H -15.782 -47.236 -21.692
H -13.232 -48.920 -21.985
H -13.355 -47.040 -21.576
H -12.336 -47.550 -22.771
C -11.500 -51.820 -17.387
S -11.931 -51.269 -19.080
O -13.370 -50.874 -19.109
C -11.013 -49.739 -19.045
H -10.410 -52.050 -17.333
H -12.085 -52.662 -17.163
H -11.814 -51.036 -16.795
H -10.480 -49.294 -18.102
H -11.478 -49.006 -19.755
H -10.271 -49.929 -19.513
C -8.435 -53.086 -19.814
S -7.193 -52.650 -21.060
O -5.951 -53.564 -20.729
C -8.035 -53.401 -22.462
H -9.514 -52.932 -20.126
H -8.407 -52.346 -18.801
H -8.257 -54.093 -19.486
H -7.311 -53.732 -23.326
H -8.962 -52.970 -22.685
H -8.229 -54.471 -22.273
C -8.996 -46.725 -21.909
S -8.854 -47.898 -23.236
O -7.393 -47.947 -23.328
C -9.229 -49.349 -22.356
H -10.035 -46.476 -21.721
H -8.340 -45.895 -22.233
H -8.467 -47.027 -20.924
H -10.157 -49.749 -22.417
H -8.778 -49.535 -21.397
H -8.855 -49.961 -22.986

Computed properties:
DFT total energy ... -105363.22613 eV
F_max ... 11.929 eV/A
HOMO-LUMO gap ... 8.5 eV
Lowest unoccupied orbital energy ... -0.2 eV
ΔE to the lowest compared entry with this formula, charge and spin ... 9.719 eV

---

A cluster of 8 separate species, C14H44O8 in total in a non-equilibrium geometry. Source: the Open Molecules 2025 dataset; level of theory: ωB97M-V/def2-TZVPD.

Atoms and positions in Å:
C 16.687 28.242 -8.247
C 15.705 27.864 -9.253
C 15.226 26.383 -9.210
O 14.529 28.553 -9.155
H 16.341 27.713 -7.359
H 16.695 29.331 -8.268
H 17.648 27.782 -8.479
H 16.193 27.936 -10.225
H 16.096 25.766 -9.432
H 14.549 26.103 -10.017
H 14.696 26.090 -8.304
H 14.411 29.068 -9.956
C 13.240 21.174 -5.268
C 14.140 22.403 -5.120
C 15.043 22.332 -3.983
O 15.019 22.633 -6.182
H 12.377 21.401 -5.893
H 12.929 20.827 -4.282
H 13.684 20.339 -5.810
H 13.595 23.345 -5.072
H 15.701 23.198 -3.901
H 15.605 21.408 -4.120
H 14.458 22.258 -3.066
H 15.473 21.796 -6.308
C 14.829 28.259 -3.740
C 13.939 27.428 -4.588
C 13.693 25.954 -4.077
O 12.634 27.986 -4.725
H 14.953 29.229 -4.221
H 15.793 27.754 -3.672
H 14.489 28.385 -2.712
H 14.434 27.379 -5.558
H 14.664 25.461 -4.124
H 13.025 25.428 -4.758
H 13.419 25.817 -3.031
H 12.521 28.286 -5.630
C 7.957 25.519 -11.130
C 9.037 26.547 -10.740
C 8.462 27.910 -10.976
O 9.515 26.491 -9.383
H 7.048 25.503 -10.529
H 8.409 24.527 -11.122
H 7.741 25.503 -12.198
H 9.924 26.393 -11.355
H 7.878 28.006 -11.892
H 9.303 28.597 -11.074
H 7.791 28.343 -10.234
H 10.138 25.772 -9.256
C 11.998 24.601 -7.553
O 11.894 24.317 -8.981
H 11.911 23.642 -7.041
H 12.883 25.192 -7.319
H 11.146 25.258 -7.383
H 12.728 23.883 -9.174
C 10.655 22.683 -11.395
O 10.147 21.748 -12.345
H 9.869 22.877 -10.665
H 11.568 22.360 -10.894
H 10.978 23.596 -11.896
H 9.715 21.070 -11.820
O 14.330 23.571 -10.238
H 14.964 24.281 -10.332
H 14.230 23.219 -11.122
O 9.678 28.006 -6.993
H 9.373 27.636 -7.822
H 10.633 27.961 -7.048

Computed properties:
DFT total energy ... -31608.92882 eV
F_max ... 4.117 eV/A
SMILES ... CC(C)O.CC(C)O.CC(C)O.CC(C)O.CO.CO.O.O
HOMO-LUMO gap ... 10.3 eV
Lowest unoccupied orbital energy ... 0.3 eV
ΔE to the lowest compared entry with this formula, charge and spin ... 2.047 eV

---

A cluster of 8 separate species, C14H44O8 in total. Source: the Open Molecules 2025 dataset; level of theory: ωB97M-V/def2-TZVPD.

Atoms and positions in Å:
C -0.936 -4.530 1.929
C 0.054 -3.580 1.279
O 0.138 -3.794 -0.125
H -0.598 -5.560 1.778
H -1.905 -4.444 1.440
H -1.009 -4.353 3.001
H 1.017 -3.648 1.791
H -0.307 -2.556 1.421
H 0.825 -4.440 -0.305
C -1.561 1.831 3.172
C -0.159 2.379 3.370
O 0.477 2.662 2.132
H -2.237 2.624 2.845
H -1.973 1.452 4.111
H -1.572 1.046 2.417
H 0.446 1.679 3.965
H -0.177 3.322 3.917
H 0.664 1.816 1.697
C 3.967 0.425 2.249
C 3.478 -0.712 3.107
O 2.297 -1.247 2.489
H 4.182 0.073 1.238
H 4.893 0.836 2.655
H 3.233 1.230 2.203
H 3.248 -0.345 4.112
H 4.246 -1.487 3.190
H 1.832 -1.803 3.121
C 5.450 1.975 -2.282
C 3.982 1.608 -2.347
O 3.800 0.585 -3.347
H 6.089 1.096 -2.233
H 5.640 2.580 -1.390
H 5.742 2.604 -3.124
H 3.378 2.483 -2.600
H 3.639 1.228 -1.377
H 2.861 0.506 -3.526
C -5.227 -0.490 -1.822
C -3.958 0.293 -2.025
O -4.108 1.346 -2.999
H -6.044 0.136 -1.463
H -5.071 -1.271 -1.069
H -5.531 -1.007 -2.734
H -3.139 -0.367 -2.327
H -3.626 0.798 -1.119
H -4.091 0.944 -3.871
C -0.249 0.682 -1.373
C 0.693 -0.231 -0.623
O 0.758 0.240 0.713
H -0.387 0.382 -2.413
H 0.134 1.703 -1.373
H -1.213 0.654 -0.869
H 1.692 -0.257 -1.085
H 0.346 -1.272 -0.650
H 1.308 -0.364 1.235
C -1.789 -2.593 -2.618
O -2.320 -2.502 -1.302
H -2.625 -2.703 -3.307
H -1.231 -1.692 -2.888
H -1.145 -3.469 -2.729
H -1.605 -2.724 -0.696
C -2.152 3.274 -0.253
O -3.281 4.085 -0.540
H -1.711 3.614 0.678
H -2.438 2.223 -0.135
H -1.388 3.331 -1.035
H -3.747 3.691 -1.284

Computed properties:
DFT total energy ... -31609.52541 eV
F_max ... 0.838 eV/A
SMILES ... CCO.CCO.CCO.CCO.CCO.CCO.CO.CO
HOMO-LUMO gap ... 9.9 eV
Lowest unoccupied orbital energy ... 0.2 eV
ΔE to the lowest compared entry with this formula, charge and spin ... 1.451 eV

---

Look up the lowest unoccupied orbital energy of the third one.
0.3 eV

---

Which of these has the lowest ΔE to the lowest compared entry with this formula, charge and spin?
number 4

---

Which value of DFT total energy does entry 1 give?
-29527.40399 eV